# 1
{
  "formula": "C13H18N2O7STi",
  "method": "ωB97M-V with the def2-TZVPD basis set",
  "species": ["Ti", "O", "C", "O", "C", "C", "C", "C", "C", "N", "C", "O", "O", "H", "H", "H", "H", "O", "N", "O", "C", "C", "C", "S", "O", "C", "C", "C", "H", "H", "H", "H", "H", "H", "H", "H", "H", "H", "H", "H", "H", "H"],
  "coordinates": [[0.65549, 0.72132, 1.19264], [4.17529, 2.86082, 0.03835], [3.03426, 2.36155, 0.52983], [2.90362, 1.34327, 1.24564], [1.91971, 3.10541, 0.11880], [1.94331, 4.33419, -0.50387], [0.72263, 4.98957, -0.80628], [-0.48401, 4.43013, -0.44106], [-0.49129, 3.12497, 0.04798], [0.69117, 2.46876, 0.28101], [-1.64447, 2.24870, 0.31940], [-2.76432, 2.74248, 0.39535], [-1.18245, 1.03080, 0.57173], [4.93409, 2.23675, 0.25901], [2.85401, 4.94964, -0.60475], [0.74103, 5.96997, -1.30617], [-1.47302, 4.89284, -0.60854], [0.87573, 1.33299, 3.12609], [0.72581, 0.14799, 3.62063], [0.44547, -0.69413, 2.70200], [0.29727, -4.16927, 1.43278], [1.40229, -3.33895, 0.71812], [1.14712, -3.03297, -0.73413], [0.31346, -1.56854, -1.37904], [0.88961, -0.35929, -0.52898], [-1.47685, -1.88122, -0.94183], [-2.53554, -1.37915, -1.90892], [-3.98653, -1.54195, -1.45056], [0.31047, -4.09942, 2.51910], [0.32753, -5.14174, 1.08497], [-0.72253, -3.75842, 1.18852], [2.32608, -3.92509, 0.77513], [1.49943, -2.37845, 1.29186], [0.66305, -3.90548, -1.19568], [2.09297, -2.84016, -1.31120], [-1.69009, -1.44330, 0.06202], [-1.52864, -3.01017, -0.92297], [-2.36097, -1.82186, -2.89022], [-2.37059, -0.30087, -2.03483], [-4.15615, -2.54400, -1.05083], [-4.72744, -1.36911, -2.22206], [-4.29599, -0.78861, -0.67907]],
  "s2": 2.02,
  "de_lowest_kcal_mol": 6.2,
  "homo_energy_ha": [-0.2104, -0.3450],
  "spin_multiplicity": 3,
  "fmax_ev_per_a": 3.23,
  "energy_ha": -2390.013331,
  "gap_ev": [5.8211, 9.4137]
}

# 2
{
  "formula": "C13H16NS",
  "method": "ωB97M-V with the def2-TZVPD basis set",
  "species": ["C", "N", "C", "C", "C", "S", "C", "C", "C", "C", "C", "C", "C", "C", "C", "H", "H", "H", "H", "H", "H", "H", "H", "H", "H", "H", "H", "H", "H", "H", "H"],
  "coordinates": [[0.31432, -3.49613, 0.78963], [0.92784, -2.18547, 1.11131], [0.20204, -1.21035, 0.22979], [-1.11133, -1.29056, 0.08754], [-1.71760, -0.55935, -1.05744], [-2.65298, 1.07953, -1.28615], [-2.56708, 2.12383, 0.15305], [-1.81506, 2.17840, 1.16431], [-0.52883, 1.39389, 1.37874], [0.51800, 1.18303, 0.21040], [0.98697, 2.36673, -0.32988], [1.92829, 2.28753, -1.36077], [2.37883, 1.06943, -1.81146], [1.93077, -0.08704, -1.24453], [0.97279, -0.07386, -0.20452], [-0.86197, -3.45051, 0.91693], [0.48252, -3.56199, -0.24046], [0.84405, -4.42742, 1.23971], [1.84358, -2.30977, 0.73694], [0.88786, -1.96360, 2.13043], [-1.64859, -1.92979, 0.60929], [-1.18685, -0.48288, -1.92723], [-2.54303, -1.27252, -1.34293], [-3.43604, 2.85338, 0.04431], [-1.94279, 2.88281, 1.91274], [0.04990, 2.02352, 2.04832], [-0.63203, 0.47200, 1.99168], [0.76424, 3.26893, 0.10285], [2.31493, 3.17122, -1.83097], [3.04546, 1.07133, -2.68974], [2.25181, -1.12433, -1.53190]],
  "de_lowest_kcal_mol": 22.2,
  "homo_energy_ha": -0.4136,
  "fmax_ev_per_a": 5.97,
  "energy_ha": -957.526558,
  "total_charge": 1,
  "smiles": "C[NH2+]/C1=C/CS/C=C\\Cc2ccccc21",
  "gap_ev": 7.8219
}

# 3
{
  "formula": "C16H22N4O2S",
  "method": "ωB97M-V with the def2-TZVPD basis set",
  "species": ["C", "C", "C", "C", "C", "N", "C", "O", "N", "C", "C", "C", "C", "N", "C", "O", "C", "C", "C", "C", "C", "N", "S", "H", "H", "H", "H", "H", "H", "H", "H", "H", "H", "H", "H", "H", "H", "H", "H", "H", "H", "H", "H", "H", "H"],
  "coordinates": [[-1.45045, 0.15486, -3.42897], [-1.62373, 0.70930, -2.02256], [-2.33893, -0.25725, -1.04418], [-3.75121, -0.62372, -1.51188], [-1.52622, -1.47505, -0.90597], [-0.86191, -2.40319, -0.77193], [-2.43948, 0.49361, 0.30285], [-3.25427, 1.38453, 0.43703], [-1.56178, 0.13526, 1.26284], [-1.44902, 0.86553, 2.51740], [-0.77037, 0.00720, 3.54837], [0.51947, 0.06167, 3.86247], [1.53067, 0.97523, 3.22735], [2.81512, 0.32444, 2.90875], [2.85468, -0.98494, 2.43273], [3.43927, -1.86120, 3.02537], [2.05984, -1.26822, 1.17477], [2.26111, -0.34980, 0.00484], [2.01475, -0.66785, -1.30159], [2.28721, 0.42858, -2.16271], [2.15990, 0.39925, -3.65539], [2.70310, 1.52068, -1.56318], [2.80060, 1.27236, 0.05540], [-0.89771, 0.86501, -4.04343], [-0.89200, -0.78348, -3.41968], [-2.40852, -0.02335, -3.91662], [-0.64598, 0.96091, -1.60136], [-2.21643, 1.62524, -2.03615], [-4.24615, -1.26010, -0.77897], [-4.32876, 0.29204, -1.61981], [-3.71875, -1.15310, -2.46172], [-0.89060, -0.58847, 1.06535], [-0.91463, 1.80321, 2.35513], [-2.45548, 1.13279, 2.83783], [-1.39973, -0.71873, 4.05205], [0.90164, -0.60891, 4.62682], [1.12617, 1.43600, 2.32654], [1.77615, 1.79473, 3.90450], [3.44944, 0.37513, 3.69709], [2.27518, -2.29294, 0.88046], [1.00838, -1.25691, 1.48168], [1.65277, -1.63209, -1.62827], [1.62741, -0.49111, -3.98551], [1.63106, 1.28303, -4.01107], [3.14815, 0.39984, -4.11665]],
  "de_lowest_kcal_mol": 30.1,
  "homo_energy_ha": -0.3430,
  "fmax_ev_per_a": 0.60,
  "energy_ha": -1390.593875,
  "gap_ev": 9.9908
}

# 4
{
  "formula": "CH3Cl4NP2",
  "method": "ωB97M-V with the def2-TZVPD basis set",
  "species": ["C", "N", "P", "P", "Cl", "Cl", "Cl", "Cl", "H", "H", "H"],
  "coordinates": [[0.35323, 0.12351, -0.13633], [-2.11412, 1.14861, 0.47739], [-2.01117, 2.64886, 0.11177], [-3.45549, 0.18667, 0.33671], [-0.49377, 3.50766, 1.25965], [-0.99300, 2.78359, -1.57491], [-3.43933, -0.62794, 2.11316], [-2.69629, -1.32331, -0.76648], [0.68550, 0.58955, 0.73268], [-0.33617, -0.70297, -0.05260], [0.79689, 0.31623, -1.19337]],
  "de_lowest_kcal_mol": 79.0,
  "homo_energy_ha": [-0.3461, -0.3274],
  "fmax_ev_per_a": 3.24,
  "energy_ha": -2618.118330,
  "gap_ev": [8.9313, 5.9000]
}

# 5
{
  "formula": "C6H26N2O5",
  "method": "ωB97M-V with the def2-TZVPD basis set",
  "species": ["C", "C", "C", "C", "C", "N", "C", "N", "H", "H", "H", "H", "H", "H", "H", "H", "H", "H", "H", "H", "H", "H", "H", "H", "O", "H", "H", "O", "H", "H", "O", "H", "H", "O", "H", "H", "O", "H", "H"],
  "coordinates": [[-0.20931, 1.03339, -3.75760], [0.89210, 0.56927, -2.79110], [1.36459, 1.94650, -2.24145], [0.42452, -0.53513, -1.78314], [1.60379, -0.66361, -0.75429], [-0.85947, -0.09315, -1.02743], [-1.47338, -0.93406, 0.02514], [-2.60197, -1.72080, -0.34916], [-0.40891, 0.27481, -4.51147], [0.56258, 1.79585, -4.12486], [-1.09624, 1.24505, -3.23872], [1.60331, -0.04088, -3.40474], [0.53306, 2.36453, -1.74497], [2.25763, 1.76676, -1.62816], [1.70903, 2.73778, -2.99442], [0.15909, -1.47153, -2.41968], [1.41190, -1.69020, -0.25018], [2.47996, -0.52658, -1.33625], [1.63157, 0.12825, -0.06996], [-1.47872, 0.43467, -1.66486], [-0.75088, -1.71118, 0.27098], [-1.72437, -0.38634, 0.91504], [-2.66769, -2.04123, -1.31241], [-3.51690, -1.26915, -0.12043], [0.92467, -1.80896, 3.11641], [0.88646, -2.84953, 2.90657], [1.84481, -1.51473, 3.13209], [0.39410, 2.21801, 0.48820], [-0.29388, 1.70763, 0.07792], [0.50336, 2.08136, 1.31482], [-0.29361, 0.47725, 2.91764], [-0.05926, -0.36321, 3.00269], [-0.99516, 0.55884, 3.54961], [1.35616, -3.48591, 1.32042], [0.70297, -4.06384, 0.98316], [1.25969, -2.59127, 0.69110], [-1.55908, 3.03872, 2.77003], [-0.86507, 2.45537, 2.53706], [-1.65006, 3.65532, 1.98930]],
  "de_lowest_kcal_mol": 105.6,
  "homo_energy_ha": -0.3182,
  "fmax_ev_per_a": 9.05,
  "energy_ha": -729.764487,
  "smiles": "CC(C)[C@@H](C)NCN.O.O.O.O.O",
  "gap_ev": 9.0945
}

# 6
{
  "formula": "C30H47AuBO2P2",
  "method": "ωB97M-V with the def2-TZVPD basis set",
  "species": ["Au", "C", "C", "C", "C", "C", "C", "H", "H", "H", "C", "H", "H", "H", "C", "H", "H", "H", "C", "H", "H", "H", "C", "H", "H", "H", "C", "C", "C", "C", "C", "C", "C", "C", "H", "H", "H", "H", "H", "H", "H", "H", "H", "H", "H", "H", "P", "P", "C", "C", "H", "H", "H", "H", "C", "H", "H", "H", "C", "H", "H", "H", "C", "H", "H", "H", "C", "H", "H", "H", "O", "B", "O", "C", "C", "C", "C", "C", "C", "H", "H", "H", "H"],
  "coordinates": [[-0.73127, 1.18193, -2.36915], [-0.05439, -2.61492, 2.59852], [1.31406, -2.76303, 2.24453], [1.18721, -1.24711, 3.96947], [-0.13119, -1.68537, 3.67320], [2.07953, -1.90970, 3.08005], [-1.19811, -3.36747, 2.04530], [-0.93717, -3.83997, 1.09062], [-2.06065, -2.70670, 1.87726], [-1.52792, -4.16700, 2.73120], [-1.35583, -1.23546, 4.36059], [-2.20516, -1.87124, 4.08180], [-1.61131, -0.19400, 4.10492], [-1.22678, -1.28752, 5.45213], [1.53830, -0.28710, 5.03230], [1.19957, -0.64300, 6.01790], [1.05967, 0.68992, 4.85788], [2.62350, -0.13523, 5.07942], [3.55225, -1.77712, 3.07083], [4.04125, -2.47747, 3.76835], [3.84974, -0.76083, 3.36032], [3.95124, -1.97961, 2.06803], [1.85330, -3.66243, 1.20035], [2.14524, -4.63341, 1.62705], [2.74424, -3.22998, 0.72673], [1.10654, -3.85445, 0.42083], [-1.87624, 1.01437, -4.07970], [-2.25224, -0.45922, -3.90081], [-1.26633, -1.41494, -4.59642], [0.17838, -1.44544, -4.02475], [0.65673, -0.33346, -3.14426], [0.92876, 0.96884, -3.66548], [0.50553, 1.44769, -5.03347], [-1.03535, 1.44749, -5.26842], [-1.20937, -1.17693, -5.66747], [0.85828, -1.55689, -4.88514], [-1.67970, -2.42975, -4.51051], [-1.27192, 0.86104, -6.16629], [-2.73417, 1.68179, -3.92079], [-3.25818, -0.65442, -4.31128], [-1.30956, 2.48488, -5.50801], [0.86643, 2.48991, -5.13629], [1.83036, 1.43442, -3.26516], [1.00422, 0.88594, -5.83564], [0.31677, -2.38995, -3.49568], [1.22588, -0.63738, -2.25542], [-2.48898, -0.89304, -2.09636], [2.82550, 1.45799, 0.41643], [0.60657, 2.71828, -1.43406], [1.97117, 2.64699, -0.81376], [-0.09707, 3.26073, -0.79054], [0.73187, 3.35108, -2.32991], [2.68538, 2.66607, -1.65448], [2.03527, 3.60161, -0.25570], [3.51537, 2.75726, 1.53879], [4.18804, 2.26355, 2.26555], [2.66649, 3.19696, 2.09449], [4.04568, 3.53374, 0.96702], [4.21469, 1.09767, -0.74284], [4.70374, 2.02463, -1.07831], [3.79705, 0.56886, -1.61728], [4.93547, 0.42979, -0.25570], [-4.21386, -0.67305, -1.58861], [-4.66262, -1.64428, -1.32484], [-4.80031, -0.19340, -2.38391], [-4.20618, -0.01583, -0.70710], [-1.97623, -2.61142, -1.80432], [-2.08854, -2.83343, -0.72721], [-0.91721, -2.75191, -2.05778], [-2.59190, -3.31758, -2.38513], [-2.79221, 1.46189, 0.17374], [-1.50868, 1.12112, -0.38621], [-0.56309, 1.16878, 0.71033], [-1.23251, 1.65990, 1.79415], [-0.70811, 2.13218, 2.98718], [-1.61431, 2.64452, 3.92541], [-2.98170, 2.71997, 3.63852], [-3.49155, 2.29825, 2.40018], [-2.58761, 1.77175, 1.49470], [0.36878, 2.11239, 3.13805], [-1.23883, 3.00947, 4.88255], [-3.67218, 3.12964, 4.37743], [-4.54155, 2.36914, 2.13006]],
  "s2": 2.02,
  "de_lowest_kcal_mol": 101.6,
  "homo_energy_ha": [-0.3262, -0.3227],
  "spin_multiplicity": 3,
  "fmax_ev_per_a": 4.77,
  "energy_ha": -2164.659790,
  "total_charge": 1,
  "gap_ev": [5.0882, 4.0400]
}

Repeat the second record exactly.
{
  "formula": "C13H16NS",
  "method": "ωB97M-V with the def2-TZVPD basis set",
  "species": ["C", "N", "C", "C", "C", "S", "C", "C", "C", "C", "C", "C", "C", "C", "C", "H", "H", "H", "H", "H", "H", "H", "H", "H", "H", "H", "H", "H", "H", "H", "H"],
  "coordinates": [[0.31432, -3.49613, 0.78963], [0.92784, -2.18547, 1.11131], [0.20204, -1.21035, 0.22979], [-1.11133, -1.29056, 0.08754], [-1.71760, -0.55935, -1.05744], [-2.65298, 1.07953, -1.28615], [-2.56708, 2.12383, 0.15305], [-1.81506, 2.17840, 1.16431], [-0.52883, 1.39389, 1.37874], [0.51800, 1.18303, 0.21040], [0.98697, 2.36673, -0.32988], [1.92829, 2.28753, -1.36077], [2.37883, 1.06943, -1.81146], [1.93077, -0.08704, -1.24453], [0.97279, -0.07386, -0.20452], [-0.86197, -3.45051, 0.91693], [0.48252, -3.56199, -0.24046], [0.84405, -4.42742, 1.23971], [1.84358, -2.30977, 0.73694], [0.88786, -1.96360, 2.13043], [-1.64859, -1.92979, 0.60929], [-1.18685, -0.48288, -1.92723], [-2.54303, -1.27252, -1.34293], [-3.43604, 2.85338, 0.04431], [-1.94279, 2.88281, 1.91274], [0.04990, 2.02352, 2.04832], [-0.63203, 0.47200, 1.99168], [0.76424, 3.26893, 0.10285], [2.31493, 3.17122, -1.83097], [3.04546, 1.07133, -2.68974], [2.25181, -1.12433, -1.53190]],
  "de_lowest_kcal_mol": 22.2,
  "homo_energy_ha": -0.4136,
  "fmax_ev_per_a": 5.97,
  "energy_ha": -957.526558,
  "total_charge": 1,
  "smiles": "C[NH2+]/C1=C/CS/C=C\\Cc2ccccc21",
  "gap_ev": 7.8219
}